{
  "formula": "C7H16BNO5",
  "method": "ωB97M-V/def2-TZVPD",
  "elements": ["O", "O", "O", "O", "O", "B", "C", "N", "C", "C", "C", "C", "C", "C", "H", "H", "H", "H", "H", "H", "H", "H", "H", "H", "H", "H", "H", "H", "H", "H"],
  "coordinates": [[-0.768692, -2.128579, 2.291887], [-1.837076, 4.110889, -0.837686], [-2.703157, 3.271902, -2.873749], [-1.138177, -2.055250, 0.026290], [1.347973, -1.661891, 3.453516], [-1.885006, 3.116497, -1.828047], [-0.366029, -2.001442, 1.146866], [1.534540, -2.448771, -0.226962], [1.820950, -2.108717, 2.239425], [-0.971473, 1.793724, -1.857194], [-0.177226, 1.612461, -0.611674], [0.635105, 0.301828, -0.582409], [1.288924, -0.127309, 0.730488], [1.085271, -1.638085, 0.959936], [-2.530174, 4.751908, -1.037055], [-2.813261, 2.574619, -3.536623], [-2.024026, -2.175404, 0.480595], [0.402034, -1.418725, 3.393591], [1.814834, -3.379676, 0.031453], [0.728228, -2.435609, -0.863532], [1.648641, -3.229643, 2.291806], [2.887117, -1.831084, 2.227065], [-0.369083, 1.887447, -2.760121], [-1.593937, 0.882746, -1.999324], [0.491007, 2.466912, -0.469026], [-0.862155, 1.653969, 0.260053], [1.300212, 0.234970, -1.504141], [-0.095072, -0.467749, -0.831322], [2.381846, 0.079700, 0.742383], [0.767861, 0.368361, 1.543511]],
  "atomic_forces_ev_per_a": [[-1.93, -0.43, -1.83], [-0.20, -1.19, -1.12], [-1.63, 0.79, -1.28], [-1.40, -0.63, 2.55], [-0.34, 1.90, 1.29], [1.14, -0.71, 0.88], [0.74, 1.27, 1.36], [-0.26, 1.58, 0.28], [-0.19, -1.83, -0.34], [-1.06, 0.46, 0.19], [1.22, -0.18, 1.30], [-0.24, -0.14, -1.72], [0.09, -0.31, -0.71], [0.95, -0.97, -0.79], [0.10, 0.15, 0.10], [0.38, 0.26, 0.59], [0.69, 0.02, -1.19], [0.83, -0.61, -0.01], [-0.24, -0.28, 0.05], [0.97, -0.57, 0.08], [0.82, 0.74, -0.57], [-0.31, -0.41, -0.49], [0.34, -0.13, -0.07], [0.05, 0.53, -0.11], [0.03, 0.04, 0.03], [0.29, -0.18, -0.29], [-0.29, 0.36, 1.34], [-0.08, 0.18, -0.06], [-0.75, -0.06, 0.22], [0.27, 0.35, 0.33]],
  "lowdin_charge": [0.100, 0.147, 0.175, 0.087, -0.066, -0.641, -0.430, 0.104, -0.227, -0.116, -0.242, -0.203, -0.102, -0.421, 0.099, 0.117, 0.166, 0.076, 0.073, 0.076, 0.139, 0.136, 0.113, 0.119, 0.121, 0.127, 0.142, 0.070, 0.139, 0.123],
  "total_charge": 0,
  "lumo_ha": 0.0089,
  "smiles": "N[C@@](CO)(CCCCB(O)O)C(=O)O",
  "e_homo_ev": -9.5
}



{
  "formula": "C25H30ClN7NaO2S3",
  "method": "ωB97M-V/def2-TZVPD",
  "elements": ["Na", "N", "C", "C", "C", "C", "N", "H", "H", "H", "H", "H", "H", "H", "H", "H", "H", "H", "H", "Cl", "C", "C", "C", "C", "O", "C", "C", "O", "C", "H", "H", "H", "H", "S", "C", "S", "C", "N", "N", "C", "C", "C", "C", "C", "C", "S", "H", "H", "H", "H", "H", "C", "N", "C", "C", "N", "C", "H", "H", "H", "H", "H", "H", "C", "C", "N", "H", "H", "H"],
  "coordinates": [[-0.154728, -0.645364, 0.145121], [1.707893, 0.955010, -0.542899], [2.065618, 2.325245, -0.168060], [0.789096, 3.124711, 0.065158], [0.097412, 2.778316, 1.386051], [-1.423297, 2.780958, 1.288613], [-1.894268, 1.615180, 0.530043], [2.538708, 0.399640, -0.731666], [1.172864, 0.982616, -1.404934], [2.688587, 2.813198, -0.927994], [2.657165, 2.293113, 0.752886], [0.105052, 2.910679, -0.763937], [1.008097, 4.195426, 0.023290], [0.411769, 3.481847, 2.163037], [0.402904, 1.786397, 1.724748], [-1.756476, 3.684928, 0.767788], [-1.852120, 2.817170, 2.297832], [-2.844918, 1.753807, 0.212428], [-1.899554, 0.805004, 1.143244], [-3.403322, -3.023497, 6.670768], [-2.550059, -2.220877, 5.368793], [-1.554272, -1.278085, 5.673590], [-0.874306, -0.641372, 4.674646], [-1.125441, -0.898476, 3.279967], [-0.468061, -0.299261, 2.382226], [-2.165533, -1.857469, 3.013126], [-2.582992, -2.209971, 1.674966], [-2.155314, -1.784916, 0.612847], [-2.847543, -2.495423, 4.065507], [-1.335159, -1.059157, 6.711614], [-0.115331, 0.095404, 4.908947], [-3.403757, -2.958376, 1.651897], [-3.622762, -3.215549, 3.826529], [6.875241, 2.121612, 1.459089], [6.097419, 1.026797, 0.471952], [6.357796, 0.903677, -1.241945], [5.167952, -0.383265, -1.377585], [4.606752, -0.643730, -0.232305], [5.148426, 0.125279, 0.788905], [4.639230, -0.155960, 2.096089], [3.265999, -0.268031, 2.269323], [2.760089, -0.580787, 3.521939], [3.620553, -0.779427, 4.591988], [4.992084, -0.664334, 4.407172], [5.509560, -0.354302, 3.158623], [4.792093, -1.104466, -2.877781], [2.592715, -0.111871, 1.437441], [1.687769, -0.661593, 3.638154], [3.221822, -1.023236, 5.568987], [5.667876, -0.818666, 5.239068], [6.573680, -0.253925, 3.004605], [1.617788, -1.142710, -5.410417], [0.610451, -0.857077, -4.408908], [-0.683756, -0.448176, -4.622162], [-1.231452, -0.295108, -3.382280], [-0.306241, -0.599174, -2.416061], [0.783270, -0.936081, -3.071369], [1.723900, -0.296324, -6.088015], [1.351797, -2.032735, -5.981040], [2.567219, -1.301638, -4.904102], [-1.082274, -0.307646, -5.611956], [-2.230325, 0.016622, -3.126189], [1.734156, -1.217624, -2.641539], [3.712521, -3.591062, -0.246853], [2.400772, -2.962514, -0.240718], [1.343732, -2.516391, -0.239706], [4.240923, -3.316389, 0.663627], [4.274453, -3.221483, -1.105653], [3.593216, -4.672762, -0.302169]],
  "atomic_forces_ev_per_a": [[-0.13, 0.10, -0.11], [0.00, -0.04, 0.00], [0.02, 0.03, 0.02], [0.00, -0.02, 0.00], [0.00, 0.00, 0.01], [-0.03, 0.01, 0.00], [0.02, 0.04, 0.01], [0.05, -0.01, -0.01], [0.03, -0.01, -0.01], [-0.02, 0.00, 0.00], [0.01, 0.00, -0.02], [0.00, 0.00, 0.00], [0.01, 0.00, 0.00], [0.00, 0.00, 0.00], [0.00, 0.00, 0.00], [0.01, 0.00, 0.00], [0.00, 0.01, 0.00], [0.00, -0.01, -0.01], [0.05, -0.01, 0.01], [0.00, 0.00, 0.00], [-0.01, 0.00, -0.01], [0.00, 0.00, 0.00], [-0.01, 0.01, 0.00], [-0.01, 0.00, 0.03], [0.00, -0.07, 0.03], [-0.01, 0.00, -0.03], [0.01, 0.00, 0.03], [-0.02, 0.02, -0.03], [0.00, 0.00, 0.02], [0.00, 0.00, 0.00], [-0.01, 0.00, 0.00], [0.00, -0.01, 0.00], [0.00, 0.00, 0.00], [0.01, 0.00, 0.00], [-0.09, 0.07, 0.03], [0.11, -0.06, 0.04], [-0.28, 0.17, -0.09], [0.00, -0.13, 0.04], [0.06, -0.05, 0.00], [0.01, 0.08, -0.03], [0.06, 0.01, 0.02], [-0.02, -0.02, -0.02], [0.01, 0.01, 0.01], [0.00, 0.00, 0.00], [-0.02, -0.02, -0.02], [-0.04, -0.05, 0.01], [0.00, -0.01, -0.01], [0.00, -0.01, -0.01], [0.00, 0.00, 0.00], [0.00, 0.00, 0.00], [0.00, 0.00, 0.00], [0.00, 0.02, 0.02], [-0.01, 0.01, -0.02], [0.01, -0.02, 0.01], [-0.02, 0.02, 0.02], [0.04, -0.06, 0.00], [0.00, 0.05, -0.01], [-0.01, 0.00, 0.00], [0.01, 0.00, 0.00], [0.03, -0.01, 0.01], [0.00, 0.00, 0.00], [0.01, 0.00, 0.01], [0.01, -0.03, 0.01], [0.01, 0.01, 0.00], [-0.03, -0.11, -0.01], [0.12, 0.07, 0.06], [0.01, 0.00, 0.00], [0.00, 0.03, -0.02], [0.00, 0.01, 0.01]],
  "lowdin_charge": [0.214, 0.022, -0.262, -0.202, -0.206, -0.279, 0.027, 0.041, 0.050, 0.109, 0.109, 0.104, 0.106, 0.110, 0.083, 0.106, 0.103, 0.067, 0.033, 0.593, -0.689, -0.117, -0.018, -0.372, -0.094, -0.129, -0.219, -0.005, -0.092, 0.099, 0.107, 0.118, 0.105, 0.503, -1.132, 0.932, -1.208, -0.014, -0.155, -0.215, -0.005, -0.056, -0.089, -0.088, -0.051, 0.403, 0.082, 0.076, 0.098, 0.098, 0.087, -0.019, -0.130, -0.081, -0.136, 0.053, -0.177, 0.090, 0.088, 0.050, 0.108, 0.097, 0.084, -0.070, -0.227, 0.194, 0.079, 0.026, 0.081],
  "total_charge": -1,
  "lumo_ha": 0.0727,
  "e_above_lowest_kj_mol": 0.0,
  "e_homo_ev": -4.8
}



{
  "formula": "C3H5NO2",
  "method": "ωB97M-V/def2-TZVPD",
  "elements": ["N", "C", "O", "C", "C", "O", "H", "H", "H", "H", "H"],
  "coordinates": [[-0.676811, -1.096210, -1.378693], [-0.587283, 0.130161, -1.092560], [-0.933635, 0.689417, 0.269795], [-0.159282, 0.075933, 1.259767], [1.216556, 0.207864, 0.638903], [1.311045, 0.326088, -0.564562], [-1.119149, -1.230983, -2.275036], [-0.577379, 1.005929, -1.738636], [-0.446983, -0.976498, 1.407573], [-0.163128, 0.548789, 2.262789], [2.136051, 0.319509, 1.210661]],
  "atomic_forces_ev_per_a": [[-1.05, 0.72, 1.05], [-1.76, 0.18, 0.83], [0.24, -0.76, -1.22], [0.48, -0.11, -0.32], [0.83, 0.02, -0.29], [0.85, 0.39, 0.94], [0.69, -0.08, -0.56], [-0.33, -0.15, -0.11], [0.30, 0.01, -0.08], [-0.37, 0.22, -0.78], [0.14, -0.41, 0.52]],
  "lowdin_charge": [0.093, -0.297, -0.110, -0.184, -0.140, 0.061, 0.049, 0.133, 0.130, 0.135, 0.130],
  "total_charge": 0,
  "lumo_ha": 0.0176,
  "e_above_lowest_kj_mol": 321.3,
  "smiles": "[H]/N=C/OCC=O",
  "e_homo_ev": -9.3
}



{
  "formula": "C3H4OS",
  "method": "ωB97M-V/def2-TZVPD",
  "elements": ["C", "C", "C", "O", "S", "H", "H", "H", "H"],
  "coordinates": [[-0.360742, -0.507159, -0.589824], [-1.209109, -0.084395, -1.441919], [-0.075129, 0.073836, 0.864808], [2.737072, 0.329062, 0.425073], [1.509149, 1.102459, 0.542711], [0.242995, -1.501236, -0.781135], [-1.982586, 0.486566, -1.794337], [-0.794462, 0.819609, 1.191497], [-0.067188, -0.718742, 1.583126]],
  "atomic_forces_ev_per_a": [[1.31, -2.04, 1.94], [0.81, -1.09, -0.12], [0.94, 0.48, -2.45], [1.02, -1.28, -0.06], [-2.26, 0.80, 0.86], [-0.94, 2.04, 0.24], [-1.38, 1.34, -0.57], [-0.09, 0.19, -0.26], [0.59, -0.44, 0.43]],
  "lowdin_charge": [-0.312, 0.117, -0.362, -0.577, 0.869, 0.135, 0.008, 0.059, 0.062],
  "total_charge": 0,
  "lumo_ha": [-0.0069, -0.0297],
  "e_above_lowest_kj_mol": 427.7,
  "e_homo_ev": [-8.6, -8.5]
}



{
  "formula": "C5H8I2O3",
  "method": "ωB97M-V/def2-TZVPD",
  "elements": ["C", "C", "C", "C", "C", "O", "O", "O", "I", "I", "H", "H", "H", "H", "H", "H", "H", "H"],
  "coordinates": [[-0.887217, 0.120463, 0.540505], [0.366573, -0.043477, 0.151367], [-1.344248, 0.037275, -2.468492], [-2.063191, 0.007163, -0.324406], [1.550404, 0.046589, 1.085010], [2.135603, -1.215263, 1.288562], [2.465195, 0.898143, 0.462716], [1.176179, 0.507319, 2.329580], [-3.388932, 1.662611, -0.162489], [-3.033056, -1.886457, -0.134111], [-1.072714, 0.348142, 1.586280], [0.639482, -0.249077, -0.870750], [-0.825389, -0.898752, -2.533810], [-2.299128, 0.084265, -2.959186], [-0.760654, 0.938077, -2.488874], [2.380145, -1.605827, 0.441980], [3.182248, 1.118363, 1.071176], [1.778704, 0.130437, 2.984938]],
  "atomic_forces_ev_per_a": [[0.28, 0.05, 0.37], [0.10, 0.17, 0.24], [-1.46, 0.01, 3.60], [0.84, -0.08, -3.77], [-0.06, -0.06, -0.21], [0.07, -0.28, 0.27], [0.09, 0.24, -0.33], [0.02, 0.07, 0.27], [0.18, -0.23, 0.00], [0.07, 0.27, 0.02], [-0.05, -0.02, 0.04], [-0.05, -0.02, -0.19], [0.19, -0.26, -0.10], [-0.19, -0.02, -0.15], [0.21, 0.22, -0.03], [0.00, 0.14, 0.00], [-0.13, -0.14, 0.05], [-0.10, -0.07, -0.09]],
  "lowdin_charge": [-0.336, -0.006, 0.021, -1.268, -0.694, 0.057, 0.058, 0.069, 0.752, 0.740, 0.107, 0.109, 0.011, 0.010, 0.024, 0.112, 0.113, 0.122],
  "total_charge": 0,
  "lumo_ha": -0.0044,
  "e_above_lowest_kj_mol": 110.5,
  "e_homo_ev": -8.7
}



{
  "formula": "Cl2H2NO3P",
  "method": "ωB97M-V/def2-TZVPD",
  "elements": ["N", "O", "O", "O", "P", "Cl", "Cl", "H", "H"],
  "coordinates": [[1.741787, -0.750493, 0.482505], [0.712355, 0.529292, -1.491242], [-3.387950, 1.672735, 0.006009], [-0.637955, -1.477814, -0.552363], [0.489825, -0.509926, -0.552120], [-2.333975, 0.709859, -0.465314], [-0.822459, 1.251374, 0.967554], [2.429256, -0.097129, 0.371328], [1.809113, -1.327901, 1.233645]],
  "atomic_forces_ev_per_a": [[-2.73, 0.38, -2.91], [0.93, 2.01, -1.88], [-0.49, -0.42, -0.94], [1.53, 0.87, 0.45], [-1.00, -3.44, 1.88], [-0.36, 1.13, 1.41], [0.08, -0.38, -0.09], [2.21, 1.89, -0.18], [-0.17, -2.04, 2.27]],
  "lowdin_charge": [0.000, -0.298, -0.672, -0.366, 0.270, 0.722, 0.276, 0.032, 0.037],
  "total_charge": 0,
  "lumo_ha": -0.0923,
  "e_above_lowest_kj_mol": 166.3,
  "e_homo_ev": -10.3
}



{
  "formula": "C18H23BIrN6OS2Si",
  "method": "ωB97M-V/def2-TZVPD",
  "elements": ["Ir", "C", "C", "N", "N", "C", "B", "N", "C", "C", "C", "N", "N", "C", "C", "C", "N", "H", "H", "H", "H", "H", "H", "H", "H", "H", "H", "S", "C", "C", "C", "C", "C", "C", "S", "H", "H", "H", "H", "C", "Si", "C", "C", "O", "H", "H", "H", "H", "H", "H", "H", "H", "H"],
  "coordinates": [[-0.125426, -0.172006, -0.141359], [3.211291, 2.665627, -1.116440], [2.199437, 1.762436, -1.469239], [1.695982, 1.207710, -0.379710], [2.332033, 1.722255, 0.675888], [3.257353, 2.604554, 0.262573], [1.955010, 1.305024, 2.105055], [2.026888, -0.231297, 2.194774], [2.778683, -0.983371, 3.015253], [2.520111, -2.313203, 2.743189], [1.572128, -2.280520, 1.714341], [1.294177, -1.024639, 1.404890], [0.503552, 1.733321, 2.364040], [0.023733, 2.622443, 3.249681], [-1.346993, 2.692626, 3.092577], [-1.622793, 1.787212, 2.058899], [-0.500373, 1.222846, 1.647048], [3.816125, 3.269463, -1.769624], [1.815014, 1.497781, -2.440454], [3.885179, 3.126432, 0.964794], [2.694058, 1.806915, 2.902204], [3.442025, -0.531142, 3.732677], [2.950955, -3.178143, 3.215735], [1.090294, -3.093302, 1.196726], [0.676243, 3.142737, 3.930160], [-2.042485, 3.303685, 3.640160], [-2.562150, 1.527744, 1.599466], [-1.889896, -1.796121, 0.403735], [-1.713578, -3.038183, -0.806015], [-2.644738, -4.084336, -0.809070], [-2.572316, -5.116365, -1.723848], [-1.547834, -5.126283, -2.666118], [-0.619445, -4.103495, -2.670959], [-0.683986, -3.048088, -1.752759], [0.548524, -1.818562, -1.839959], [-3.435128, -4.066602, -0.067109], [-3.306607, -5.912895, -1.706977], [-1.477307, -5.929614, -3.389654], [0.186598, -4.100880, -3.396085], [-1.410012, 1.897156, -4.104349], [-2.177226, 1.822553, -2.361386], [-2.635761, 3.604792, -1.872702], [-3.800161, 0.843755, -2.529540], [-1.184404, 1.193383, -1.314600], [-2.087427, 2.339572, -4.839985], [-1.153006, 0.889557, -4.439659], [-0.487223, 2.483715, -4.097975], [-3.304026, 4.068973, -2.603024], [-1.740733, 4.226114, -1.788002], [-3.132788, 3.621727, -0.899399], [-4.500797, 1.284755, -3.244120], [-4.304403, 0.772911, -1.562240], [-3.585863, -0.178111, -2.851887]],
  "atomic_forces_ev_per_a": [[1.45, -0.04, 1.55], [-0.04, -0.05, 0.04], [0.10, 0.07, -0.06], [-1.35, -0.64, -0.47], [0.29, 0.12, 0.13], [0.04, 0.04, -0.18], [-0.17, -0.23, -0.19], [0.15, 0.19, 0.16], [-0.01, -0.27, 0.00], [0.03, 0.09, 0.03], [0.06, -0.07, 0.07], [-1.22, -0.30, -1.31], [0.12, 0.13, 0.30], [-0.21, 0.04, 0.03], [0.06, -0.06, -0.04], [-0.08, 0.09, 0.10], [-0.38, -0.64, -1.38], [0.00, 0.00, 0.00], [-0.06, -0.04, 0.03], [-0.04, -0.05, 0.07], [0.05, 0.05, 0.05], [-0.02, 0.08, -0.03], [0.00, 0.00, 0.01], [-0.07, 0.09, -0.07], [0.08, -0.05, -0.03], [0.00, 0.00, 0.00], [0.04, -0.05, -0.06], [1.03, 1.58, -0.11], [-0.04, -0.27, -0.22], [0.02, 0.09, 0.04], [0.03, -0.08, -0.05], [-0.04, -0.06, 0.03], [0.03, 0.08, 0.02], [-0.22, -0.26, -0.06], [-0.19, 1.60, 1.00], [-0.02, 0.00, -0.01], [-0.02, 0.01, 0.02], [0.01, 0.01, -0.01], [-0.01, 0.00, -0.02], [-0.07, 0.02, 0.26], [-0.65, -0.01, -0.78], [0.12, -0.23, 0.01], [0.21, 0.13, 0.08], [0.93, -1.12, 1.09], [-0.02, 0.02, 0.00], [-0.02, -0.03, 0.03], [0.00, 0.04, 0.01], [-0.01, -0.02, -0.03], [0.03, -0.01, -0.02], [-0.02, -0.03, 0.01], [0.03, 0.06, -0.03], [0.01, 0.00, 0.02], [0.04, -0.01, 0.01]],
  "lowdin_charge": [0.895, -0.063, -0.128, -0.044, -0.029, -0.085, -0.517, -0.028, -0.086, -0.062, -0.141, -0.071, -0.029, -0.084, -0.063, -0.129, -0.043, 0.085, 0.110, 0.113, 0.116, 0.112, 0.085, 0.103, 0.113, 0.085, 0.111, 0.533, -0.724, -0.156, -0.132, -0.132, -0.157, -0.724, 0.534, 0.087, 0.086, 0.086, 0.087, -0.182, 0.209, -0.182, -0.178, -0.517, 0.013, 0.019, 0.010, 0.014, 0.016, 0.012, 0.013, 0.016, 0.022],
  "total_charge": -1,
  "lumo_ha": 0.0975,
  "e_homo_ev": -3.7
}



no.,M (g mol⁻¹),strongest force on any atom (eV/Å),DFT total energy (eV)
1,205.0,2.97,-19924.8512
2,615.2,0.33,-90387.3711
3,87.1,1.95,-8774.3650
4,88.1,3.11,-16053.6770
5,369.9,3.89,-27655.6076
6,165.9,4.04,-41995.6636
7,634.7,2.12,-63098.7446